[1]
Computed, not measured: a 2-piece molecular cluster, C5H14 overall at a distorted geometry, with ωB97M-V/def2-TZVPD.

Geometry as XYZ:
```
19
C5H14 ωB97M-V/def2-TZVPD
C -2.217 -0.942 -0.208
C -3.013 0.209 -0.748
H -1.863 -1.609 -0.977
H -1.320 -0.561 0.259
H -2.763 -1.604 0.451
H -2.557 0.849 -1.465
H -3.390 0.802 0.066
H -3.894 -0.248 -1.141
C 1.835 -0.169 -0.143
C 1.062 1.144 -0.014
C 2.850 -0.317 1.028
H 1.113 -0.995 -0.169
H 2.413 -0.134 -1.027
H 0.120 0.858 0.526
H 0.705 1.697 -0.942
H 2.464 -0.169 2.029
H 3.398 -1.250 0.864
H 1.512 1.954 0.597
H 3.546 0.484 1.015
```

Calculated values
structure (SMILES)	CCC.CC
HOMO	-0.41697	hartree
energy relative to the best compared isomer or geometry (same formula, charge and spin)	0.621	eV
energy	-198.866319	hartree
LUMO energy	1.2	eV
gap between HOMO and LUMO	12.52	eV

=====

[2]
Computed, not measured: a 2-piece molecular cluster, C24H50ClN3O overall at a distorted geometry, with ωB97M-V/def2-TZVPD.

Geometry as XYZ:
```
79
C24H50ClN3O ωB97M-V/def2-TZVPD
C 5.124 -0.239 5.020
C 4.475 1.225 4.648
C 3.722 1.138 3.158
N 2.627 2.179 3.191
C 1.959 2.368 1.832
C 2.530 3.776 1.219
C 3.966 4.277 1.829
C 4.616 5.293 0.670
Cl 3.749 5.377 3.345
C 2.063 1.074 0.835
C 1.035 1.086 -0.442
C 1.665 1.916 -1.751
C 1.012 -0.504 -0.976
N -0.396 1.414 -0.140
O -1.140 1.588 -1.262
C -0.619 2.529 0.831
C -2.156 2.273 1.451
C -0.727 4.043 0.133
C 0.359 2.585 2.136
H 4.363 -1.142 4.867
H 6.039 -0.466 4.299
H 5.454 -0.247 6.152
H 3.585 1.412 5.419
H 5.216 2.127 4.735
H 4.492 1.276 2.270
H 3.327 0.019 3.087
H 1.923 2.001 3.947
H 2.619 3.816 0.053
H 1.729 4.612 1.512
H 4.767 3.436 1.980
H 5.089 6.262 1.128
H 5.422 4.718 0.004
H 3.781 5.657 -0.096
H 1.881 0.031 1.386
H 3.175 1.011 0.425
H 2.839 1.722 -1.841
H 1.524 3.072 -1.676
H 1.089 1.566 -2.729
H 0.789 -0.521 -2.143
H 2.137 -0.871 -0.838
H 0.252 -1.131 -0.343
H -2.114 1.173 1.903
H -2.990 2.353 0.618
H -2.382 3.000 2.360
H -0.345 4.883 0.881
H -1.885 4.287 -0.027
H -0.243 4.098 -0.929
H 0.038 1.715 2.888
H 0.259 3.589 2.760
C -4.438 -1.103 -1.205
C -2.928 -1.287 -1.164
C -2.310 -1.660 -2.510
C -2.834 -2.904 -3.244
N -2.593 -4.274 -2.572
C -3.540 -4.586 -1.408
C -4.810 -5.059 -2.078
C -4.298 -5.958 -3.178
C -2.947 -5.389 -3.603
C -1.142 -4.420 -2.139
H -4.952 -1.961 -1.644
H -4.827 -0.972 -0.191
H -4.705 -0.218 -1.788
H -2.647 -2.017 -0.401
H -2.482 -0.340 -0.831
H -1.223 -1.726 -2.390
H -2.466 -0.809 -3.185
H -2.300 -2.949 -4.203
H -3.899 -2.822 -3.473
H -3.088 -5.395 -0.820
H -3.682 -3.722 -0.770
H -5.373 -4.219 -2.498
H -5.470 -5.585 -1.382
H -4.998 -6.014 -4.017
H -4.164 -6.978 -2.800
H -2.973 -4.956 -4.608
H -2.172 -6.161 -3.565
H -0.944 -3.714 -1.329
H -0.504 -4.218 -3.005
H -0.982 -5.441 -1.779
```

Calculated values
HOMO (spin up / spin down)	-0.38613 / -0.38611	hartree
multiplicity	2
<S²>	0.755
energy	-1643.603365	hartree
LUMO energy (spin up / spin down)	-2.3 / -2.7	eV
gap between HOMO and LUMO (spin up / spin down)	8.22 / 7.82	eV
charge	+1

=====

[3]
Computed, not measured: a 12-piece molecular cluster, C11H5Cl44FPS overall at a distorted geometry, with ωB97M-V/def2-TZVPD.

Geometry as XYZ:
```
63
C11H5Cl44FPS ωB97M-V/def2-TZVPD
F 3.133 -2.408 2.871
P 3.347 -0.744 2.434
S 1.286 -0.203 3.035
H 2.858 -0.964 1.104
H 3.667 0.632 2.118
H 3.726 -0.476 3.800
H 4.697 -1.079 2.057
H 0.415 -0.805 2.166
C 3.864 3.946 0.020
Cl 5.506 3.277 -0.098
Cl 3.179 4.123 -1.609
Cl 2.864 2.855 0.974
Cl 3.927 5.536 0.808
C -0.972 4.073 -0.047
Cl -0.390 2.603 0.753
Cl 0.048 5.443 0.426
Cl -0.894 3.863 -1.807
Cl -2.648 4.394 0.439
C 1.282 -3.408 -0.317
Cl 2.532 -2.427 -1.096
Cl -0.011 -2.361 0.303
Cl 0.603 -4.536 -1.512
Cl 1.985 -4.314 1.028
C -4.034 1.024 -2.150
Cl -2.721 1.348 -1.013
Cl -4.297 -0.723 -2.279
Cl -5.522 1.801 -1.572
Cl -3.612 1.676 -3.744
C -5.740 5.655 2.929
Cl -4.184 5.248 3.666
Cl -7.037 4.778 3.762
Cl -6.021 7.399 3.073
Cl -5.727 5.193 1.218
C -7.842 -2.928 -3.070
Cl -8.760 -3.916 -1.921
Cl -8.816 -2.675 -4.539
Cl -7.479 -1.358 -2.341
Cl -6.320 -3.743 -3.463
C 4.080 -5.423 4.581
Cl 3.314 -4.269 5.681
Cl 4.578 -6.868 5.487
Cl 2.927 -5.889 3.319
Cl 5.499 -4.675 3.834
C -6.472 -5.934 -7.057
Cl -5.252 -4.923 -7.849
Cl -7.728 -4.900 -6.356
Cl -7.196 -7.029 -8.249
Cl -5.707 -6.884 -5.772
C -8.200 7.598 -0.834
Cl -8.475 6.583 0.590
Cl -7.327 6.664 -2.060
Cl -9.757 8.132 -1.494
Cl -7.237 9.011 -0.373
C 7.866 0.052 1.676
Cl 7.756 -1.717 1.726
Cl 8.619 0.638 3.172
Cl 8.861 0.550 0.284
Cl 6.249 0.738 1.518
C 11.536 -3.456 0.353
Cl 12.960 -3.225 -0.682
Cl 10.662 -4.908 -0.166
Cl 12.058 -3.653 2.035
Cl 10.472 -2.048 0.226
```

Calculated values
HOMO	-0.16818	hartree
energy	-21509.844180	hartree
LUMO energy	1.2	eV
gap between HOMO and LUMO	5.80	eV
charge	-1

=====

[4]
Computed, not measured: an isolated ion of composition C3H8N3S and charge +1, with ωB97M-V/def2-TZVPD.

Geometry as XYZ:
```
15
C3H8N3S ωB97M-V/def2-TZVPD
C 1.144 -0.222 0.220
C -0.268 1.243 -0.752
C 2.296 -1.086 0.485
N 0.886 0.430 -0.813
N -1.122 0.844 0.394
N -2.239 -0.052 -0.055
S -0.123 0.014 1.521
H 0.033 2.283 -0.575
H -0.823 1.203 -1.691
H 2.877 -0.676 1.311
H 2.924 -1.140 -0.400
H 1.975 -2.086 0.774
H -1.935 -0.868 -0.620
H -2.915 0.510 -0.597
H -2.710 -0.397 0.798
```

Calculated values
structure (SMILES)	CC1=NCN([NH3+])S1
HOMO	-0.50571	hartree
energy relative to the best compared isomer or geometry (same formula, charge and spin)	1.614	eV
energy	-681.254952	hartree
LUMO energy	-3.8	eV
gap between HOMO and LUMO	9.95	eV
charge	+1

=====

[5]
Computed, not measured: an isolated ion of composition C3H5INO2 and charge +1 at a distorted geometry, with ωB97M-V/def2-TZVPD.

Geometry as XYZ:
```
12
C3H5INO2 ωB97M-V/def2-TZVPD
C -0.653 -1.065 -0.945
C -0.548 0.525 -0.833
C 0.753 -0.226 1.212
N 0.575 0.710 0.154
O -1.472 -1.543 -1.696
O 0.009 -1.705 -0.151
I -0.413 -0.346 2.957
H -0.518 0.963 -1.787
H -1.401 0.965 -0.346
H 1.822 -0.538 1.429
H 1.391 0.652 -0.509
H 0.455 1.606 0.514
```

Calculated values
HOMO	-0.51447	hartree
energy relative to the best compared isomer or geometry (same formula, charge and spin)	3.407	eV
energy	-619.836066	hartree
LUMO energy	-6.8	eV
gap between HOMO and LUMO	7.23	eV
charge	+1

=====

[6]
Computed, not measured: C23H33N12O2W as an isolated structure, with ωB97M-V/def2-TZVPD.

Geometry as XYZ:
```
71
C23H33N12O2W ωB97M-V/def2-TZVPD
W 0.225 -0.782 0.518
N -0.275 0.454 2.319
C -0.009 -0.290 3.573
C 1.358 -0.934 3.471
N 1.600 -1.670 2.180
C 1.310 -3.126 2.342
C -0.171 -3.354 2.514
N -0.863 -2.606 1.433
C 3.055 -1.541 1.857
C 3.305 -0.194 1.231
N 2.348 -0.093 0.103
H 0.207 1.351 2.343
H -1.262 0.701 2.281
H -0.809 -1.013 3.704
H -0.025 0.366 4.444
H 1.534 -1.609 4.312
H 2.105 -0.145 3.544
H 1.877 -3.531 3.184
H 1.656 -3.628 1.436
H -0.517 -3.002 3.482
H -0.397 -4.419 2.469
H -1.776 -2.289 1.747
H -1.089 -3.241 0.674
H 3.313 -2.323 1.141
H 3.661 -1.700 2.752
H 4.337 -0.113 0.891
H 3.121 0.627 1.924
H 2.688 -0.687 -0.653
H 2.388 0.835 -0.306
C -10.105 6.164 -3.369
O -8.971 5.936 -2.488
C -7.914 5.317 -2.899
C -7.756 4.796 -4.213
C -6.589 4.185 -4.530
C -5.541 4.027 -3.559
C -5.712 4.586 -2.240
C -6.865 5.203 -1.923
N -4.472 3.397 -3.987
N -3.428 3.226 -3.270
C -3.100 2.287 -2.453
C -3.914 1.102 -2.229
C -3.445 0.052 -1.512
C -2.128 0.091 -0.978
O -1.558 -0.849 -0.246
C -1.336 1.221 -1.107
N -0.142 1.130 -0.444
C 0.565 2.293 -0.371
C 0.196 3.448 -1.008
C -0.993 3.494 -1.757
C -1.785 2.375 -1.786
H -10.826 6.700 -2.764
H -10.516 5.210 -3.692
H -9.794 6.772 -4.215
H -8.542 4.898 -4.945
H -6.412 3.786 -5.521
H -4.903 4.525 -1.525
H -7.038 5.651 -0.954
H -4.898 1.070 -2.675
H -4.054 -0.832 -1.369
H 1.455 2.301 0.244
H 0.823 4.324 -0.921
H -1.286 4.400 -2.272
N 2.503 -2.575 -4.095
N 1.679 -2.627 -3.004
N 0.993 -3.703 -2.703
C 0.463 -3.361 -1.541
N 0.821 -2.124 -1.170
N 1.620 -1.668 -2.142
H 2.233 -3.307 -4.745
H 2.479 -1.651 -4.512
H -0.185 -4.025 -0.997
```

Calculated values
HOMO (spin up / spin down)	-0.51262 / -0.51267	hartree
energy relative to the best compared isomer or geometry (same formula, charge and spin)	0.000	eV
energy	-1769.934120	hartree
LUMO energy (spin up / spin down)	-8.6 / -8.6	eV
gap between HOMO and LUMO (spin up / spin down)	5.32 / 5.32	eV
charge	+3

=====

Which formula does entry 3 have? C11H5Cl44FPS